Entry 1:
C3H5N5 | the ωB97M-V functional and the def2-TZVPD basis

Element x y z (Å)
1 N 0.488 1.552 -0.454
2 N -1.820 1.202 0.666
3 N -1.726 -0.879 0.681
4 N -0.539 -0.497 -0.096
5 N -2.374 0.226 1.141
6 C -0.575 0.954 0.002
7 C 0.943 -0.631 0.130
8 C 1.425 0.607 -0.572
9 H -2.511 -1.498 -0.087
10 H 1.385 -0.393 1.271
11 H 1.328 0.185 -1.648
12 H 2.550 0.699 -0.538
13 H 1.427 -1.529 -0.496

Forces on atoms 1 to 3 (eV/Å):
N -4.477 3.867 3.225
N 1.151 5.355 0.367
N -0.060 -5.376 -2.415

## Properties
2S+1: 1
Energy relative to the best compared isomer or geometry (same formula, charge and spin), kJ/mol: 640.9
Kohn-Sham gap, eV: 8.349
Largest force on an atom, eV/Å: 7.14

Results of the Löwdin charge analysis, in e, for atoms 1 through 8: atom 1 (N): 0.088, atom 2 (N): 0.055, atom 3 (N): -0.061, atom 4 (N): -0.045, atom 5 (N): -0.018, atom 6 (C): -0.313, atom 7 (C): -0.178, atom 8 (C): -0.360

Entry 2:
C7H10Cl2N2O3 | the ωB97M-V functional and the def2-TZVPD basis

Element x y z (Å)
1 Cl -1.668 0.571 2.947
2 Cl -1.950 0.866 -3.229
3 O -1.820 2.376 0.487
4 O -2.014 -0.638 -1.255
5 O 1.469 -0.402 -0.956
6 N -0.028 1.314 -0.588
7 N -0.607 0.784 1.530
8 C -0.951 1.562 0.416
9 C 0.646 0.279 -0.236
10 C 0.407 -0.217 1.151
11 C -0.273 -1.627 1.140
12 C 1.436 -0.017 -2.356
13 C 1.733 -0.104 1.972
14 C -2.396 0.366 -1.732
15 H -3.048 1.017 -1.145
16 H 2.124 0.763 -2.601
17 H 1.797 -0.800 -2.976
18 H 2.206 0.901 1.878
19 H 0.377 0.237 -2.506
20 H 0.377 -2.549 0.868
21 H -1.012 -1.604 0.423
22 H -0.754 -1.961 2.024
23 H 2.434 -0.908 1.732
24 H 1.514 -0.209 3.014

Forces on atoms 1 to 3 (eV/Å):
Cl 1.332 0.300 -1.983
Cl 0.366 1.123 -2.709
O -0.899 0.637 -1.054

## Properties
2S+1: 1
Energy relative to the best compared isomer or geometry (same formula, charge and spin), kJ/mol: 0.0
Kohn-Sham gap, eV: 9.951
Largest force on an atom, eV/Å: 3.35

Results of the Löwdin charge analysis, in e, for atoms 1 through 8: atom 1 (Cl): 0.683, atom 2 (Cl): 0.808, atom 3 (O): 0.079, atom 4 (O): 0.000, atom 5 (O): 0.033, atom 6 (N): 0.218, atom 7 (N): -0.327, atom 8 (C): -0.610

Entry 3:
C2H13NO4 | the ωB97M-V functional and the def2-TZVPD basis

Element x y z (Å)
1 O 2.045 -1.506 -2.625
2 O -2.924 -0.106 -0.429
3 O -1.011 2.312 1.131
4 O -0.967 -3.485 -0.395
5 N 2.148 0.356 0.729
6 C 0.748 0.861 0.659
7 C 0.486 2.194 1.330
8 H -3.158 0.795 -0.607
9 H 1.188 -1.891 -2.355
10 H 0.104 0.115 1.037
11 H 0.299 1.011 -0.332
12 H 2.130 -0.625 1.023
13 H -2.060 -0.239 -0.034
14 H -1.478 3.124 1.101
15 H 0.488 2.409 2.416
16 H 2.235 -0.901 -1.871
17 H 2.478 0.785 1.579
18 H -1.798 -3.269 -0.068
19 H 1.044 3.082 0.824
20 H -1.058 -2.933 -1.203

Forces on atoms 1 to 3 (eV/Å):
O -0.654 0.404 1.209
O -0.510 -1.671 -0.221
O 1.329 -2.252 -0.507

## Properties
2S+1: 1
Energy relative to the best compared isomer or geometry (same formula, charge and spin), kJ/mol: 210.4
Kohn-Sham gap, eV: 10.660
Largest force on an atom, eV/Å: 3.74

Results of the Löwdin charge analysis, in e, for atoms 1 through 8: atom 1 (O): -0.079, atom 2 (O): -0.050, atom 3 (O): -0.126, atom 4 (O): -0.038, atom 5 (N): 0.006, atom 6 (C): -0.283, atom 7 (C): -0.184, atom 8 (H): 0.024

Entry 4:
C12H21F6Mn2N3O12S2 | the ωB97M-V functional and the def2-TZVPD basis

Element x y z (Å)
1 Mn -0.063 2.032 0.730
2 Mn -1.337 1.104 -3.025
3 S 1.358 2.859 -2.239
4 S -1.433 5.261 0.254
5 F -3.878 6.278 0.044
6 F 3.188 0.954 -2.034
7 F -3.604 4.449 -1.080
8 F -3.751 4.365 1.100
9 F 3.088 1.943 -3.982
10 F 3.992 2.935 -2.308
11 O -1.208 6.154 1.358
12 O -1.040 5.712 -1.061
13 O -1.604 -0.563 -1.640
14 O -0.896 0.000 0.505
15 O 1.716 0.908 1.393
16 O -1.280 1.458 -0.976
17 O -1.010 3.868 0.508
18 O -5.061 -3.006 -3.253
19 O 1.394 4.211 -2.705
20 O 1.214 2.723 -0.796
21 O 0.480 1.919 -2.978
22 O 1.471 0.886 6.189
23 N 3.272 -0.513 0.579
24 N 0.327 -0.570 4.857
25 N -2.961 -3.875 -3.399
26 C -3.287 5.085 0.059
27 C 0.238 -1.242 3.585
28 C 3.022 2.108 -2.672
29 C -3.908 -3.079 -2.874
30 C 1.295 0.338 5.123
31 C 4.663 -0.875 0.493
32 C -1.606 -3.904 -2.869
33 C 2.327 -1.594 0.322
34 C -3.231 -4.855 -4.430
35 C 2.881 0.643 1.115
36 C -1.411 0.222 -0.644
37 C -0.751 -0.859 5.785
38 H 2.509 -1.959 -0.687
39 H 5.365 -0.110 0.828
40 H 0.364 -2.325 3.662
41 H -0.586 -1.828 6.271
42 H -4.291 -4.889 -4.670
43 H -1.697 -1.020 5.267
44 H 4.912 -1.746 1.105
45 H -1.447 -2.995 -2.290
46 H 3.724 1.330 1.250
47 H 4.936 -1.127 -0.534
48 H -3.510 -2.430 -2.078
49 H -1.484 -4.810 -2.270
50 H -2.945 -5.836 -4.039
51 H -0.720 -0.995 3.113
52 H 1.310 -1.257 0.509
53 H 0.906 -0.942 2.779
54 H 1.917 0.496 4.224
55 H -2.673 -4.636 -5.342
56 H 2.463 -2.408 1.041
57 H -0.892 -3.934 -3.693
58 H -0.769 -0.062 6.521

Forces on atoms 1 to 3 (eV/Å):
Mn -0.286 0.090 -0.343
Mn 0.295 -0.416 2.055
S 0.625 1.420 0.328

## Properties
2S+1: 11
Energy relative to the best compared isomer or geometry (same formula, charge and spin), kJ/mol: 0.0
Kohn-Sham gap (spin up / spin down), eV: 7.024 / 6.867
Largest force on an atom, eV/Å: 3.61

Results of the Löwdin charge analysis, in e, for atoms 1 through 8: atom 1 (Mn): 1.067, atom 2 (Mn): 1.272, atom 3 (S): 0.605, atom 4 (S): 0.524, atom 5 (F): 0.141, atom 6 (F): 0.141, atom 7 (F): 0.115, atom 8 (F): 0.110

Entry 5:
C32H74BrN4O | the ωB97M-V functional and the def2-TZVPD basis

Element x y z (Å)
1 Br -0.217 0.330 -0.949
2 O 2.699 0.946 3.041
3 N -1.718 0.950 3.230
4 N 1.078 -3.854 -0.586
5 N 3.801 2.562 0.669
6 N -2.980 -0.126 -4.207
7 C 3.357 3.605 1.704
8 C -2.715 1.379 -3.849
9 C -2.605 0.315 2.094
10 C 2.022 -2.700 -0.997
11 C 5.282 2.205 1.052
12 C -0.888 0.659 -5.227
13 C -2.724 -3.658 -0.346
14 C 3.176 -3.333 -1.786
15 C -0.318 4.691 2.859
16 C 1.441 -5.010 -1.584
17 C -1.431 -4.459 -0.410
18 C -0.454 0.036 3.363
19 C 2.909 1.309 0.653
20 C -5.152 -1.031 -0.979
21 C -4.851 -0.577 -2.389
22 C -3.367 -0.329 4.359
23 C -1.453 2.353 2.641
24 C -3.966 -0.294 -5.407
25 C -1.559 -0.512 -4.674
26 C 1.423 -4.130 0.882
27 C -3.441 -0.993 -2.988
28 C 6.358 3.265 1.334
29 C -3.547 -0.596 2.948
30 C 2.996 0.130 4.238
31 C -1.279 1.708 -4.267
32 C -0.459 3.242 3.458
33 C 3.005 0.292 1.830
34 C 3.880 3.222 -0.713
35 C -0.362 -3.294 -0.619
36 C 2.475 3.736 -1.239
37 C 2.452 -4.413 -2.622
38 C -2.709 1.048 4.365
39 H 0.168 0.449 4.157
40 H 0.197 0.614 -5.132
41 H 5.646 1.593 0.227
42 H -1.286 -4.956 0.549
43 H 1.725 2.948 -1.313
44 H -5.568 -0.879 -3.152
45 H 0.151 0.123 2.461
46 H -2.025 -0.080 1.260
47 H 2.621 0.667 5.109
48 H -0.926 -0.836 -3.848
49 H -4.393 -1.293 -5.324
50 H -0.700 1.676 -3.344
51 H 4.064 0.044 4.443
52 H -2.421 2.819 2.457
53 H 1.929 -3.962 -3.465
54 H -2.671 -1.010 4.849
55 H -0.662 -1.028 3.479
56 H -0.490 -2.896 -1.626
57 H -1.494 -5.235 -1.173
58 H 2.249 -2.030 -0.168
59 H -1.042 2.202 1.643
60 H 4.273 2.558 -1.483
61 H -3.424 1.850 4.184
62 H -4.255 -0.240 4.985
63 H -2.661 -2.658 0.083
64 H 0.445 2.676 3.234
65 H -3.263 1.076 1.674
66 H -4.848 0.512 -2.346
67 H -0.483 3.271 4.547
68 H 2.291 3.544 1.920
69 H -3.411 2.077 -4.314
70 H -1.579 -1.263 -5.463
71 H -3.487 -4.279 0.123
72 H -2.857 1.442 -2.770
73 H 0.546 -5.473 -1.998
74 H 3.849 3.391 2.653
75 H -4.763 0.444 -5.312
76 H 7.335 2.783 1.348
77 H -4.234 -0.969 -0.394
78 H 6.192 3.667 2.334
79 H 1.272 -5.140 1.264
80 H 2.538 -0.858 4.205
81 H 0.665 5.113 3.068
82 H 2.204 -0.427 1.658
83 H -1.145 5.329 3.171
84 H 3.136 -5.184 -2.977
85 H 2.079 4.594 -0.695
86 H 1.954 -5.739 -0.956
87 H -1.178 0.774 -6.272
88 H -5.559 -2.042 -0.972
89 H 2.673 4.060 -2.260
90 H 3.673 4.606 1.409
91 H -3.160 -3.506 -1.334
92 H -0.307 -2.518 0.145
93 H -3.300 -1.616 2.654
94 H 4.637 4.003 -0.627
95 H 2.512 -4.121 0.925
96 H -5.945 -0.390 -0.593
97 H -0.469 4.641 1.781
98 H 3.635 -2.565 -2.408
99 H -1.370 2.709 -4.688
100 H 3.071 0.844 -0.320
101 H 1.441 -2.061 -1.663
102 H 6.387 4.138 0.682
103 H -3.541 -2.028 -3.314
104 H -2.616 -1.160 -2.296
105 H 1.885 1.674 0.583
106 H 3.943 -0.260 1.898
107 H -3.428 -0.194 -6.350
108 H 0.969 -3.400 1.553
109 H -2.115 1.320 5.237
110 H 5.216 1.602 1.958
111 H 3.939 -3.681 -1.089
112 H -4.592 -0.534 2.642

Forces on atoms 1 to 3 (eV/Å):
Br -0.077 0.088 -0.022
O 0.628 -0.320 1.410
N -0.830 0.701 -3.277

## Properties
2S+1: 2
Total charge: +2
Energy relative to the best compared isomer or geometry (same formula, charge and spin), kJ/mol: 47.7
Kohn-Sham gap (spin up / spin down), eV: 2.653 / 9.052
Largest force on an atom, eV/Å: 4.00

Results of the Löwdin charge analysis, in e, for atoms 1 through 8: atom 1 (Br): -0.138, atom 2 (O): -0.241, atom 3 (N): -0.208, atom 4 (N): -0.222, atom 5 (N): -0.224, atom 6 (N): -0.173, atom 7 (C): 0.025, atom 8 (C): -0.081

Entry 6:
C3H4N2O | the ωB97M-V functional and the def2-TZVPD basis

Element x y z (Å)
1 O -1.695 -0.442 -1.134
2 N -0.040 0.253 3.014
3 N -1.483 -0.147 0.136
4 C -0.194 0.578 1.820
5 C -0.293 0.268 0.452
6 C 0.756 -0.077 -0.547
7 H 1.681 0.471 -0.066
8 H -0.753 -0.367 -1.603
9 H 1.236 -1.235 -0.755
10 H 0.785 0.699 -1.316

Forces on atoms 1 to 3 (eV/Å):
O 2.592 -0.568 -1.616
N -1.087 3.133 -8.046
N -0.738 1.826 1.043

## Properties
2S+1: 1
Energy relative to the best compared isomer or geometry (same formula, charge and spin), kJ/mol: 503.7
Kohn-Sham gap, eV: 9.747
Largest force on an atom, eV/Å: 10.27

Results of the Löwdin charge analysis, in e, for atoms 1 through 8: atom 1 (O): -0.034, atom 2 (N): 0.152, atom 3 (N): 0.012, atom 4 (C): -0.128, atom 5 (C): -0.402, atom 6 (C): -0.103, atom 7 (H): 0.118, atom 8 (H): 0.116